Computed, not measured: C6H7NO3 as an isolated structure in a non-equilibrium geometry, with ωB97M-V with the def2-TZVPD basis set.

Orbital gap ... 10.417 eV
Highest occupied orbital energy ... -9.9 eV
Multiplicity ... 1
LUMO level ... 0.5 eV

Last column: Mulliken charge in e.
CARTESIAN COORDINATES (ANGSTROEM)
O  -1.000386  2.002637  -0.930130  -0.59
C  -0.736486  1.154933  0.138873  0.01
C  -1.714271  0.054347  0.519050  -0.61
C  -1.305820  -1.132601  -0.347983  -0.34
O  -0.262619  -0.695946  -1.224617  -0.55
C  0.282912  0.002132  -0.089208  1.01
C  1.750186  0.253107  -0.183871  0.22
N  2.590115  -0.576385  -0.699565  -0.86
C  -0.556236  -0.860203  0.903190  -0.52
H  -1.122886  1.462772  -1.720060  0.37
H  -0.451047  1.760733  1.006279  0.45
H  -2.691224  0.140944  0.992662  0.41
H  -1.956414  -1.948134  -0.654306  0.43
H  -0.315905  -1.427164  1.798959  0.42
O  2.239003  0.810892  0.913272  -0.55
H  2.145929  -1.138574  -1.423295  0.28
H  3.105155  0.136518  1.000746  0.41

Cartesian forces (eV/Å) of the 6 atoms listed first:
-0.031 0.176 -0.010
0.063 -0.163 0.064
-0.305 0.006 0.187
-0.247 -0.197 0.021
-0.121 -0.019 -0.237
-0.320 1.713 -1.070

Computed, not measured: one molecule with the formula C6H7NO3S in a non-equilibrium geometry, with ωB97M-V with the def2-TZVPD basis set.

SMILES ... C[C@@](O)(c1cccs1)[N+](=O)[O-]
Orbital gap ... 9.354 eV
Highest occupied orbital energy ... -9.3 eV
Multiplicity ... 1
LUMO level ... 0.0 eV

Last column: Mulliken charge in e.
CARTESIAN COORDINATES (ANGSTROEM)
C  -0.966221  -1.791686  0.220517  -1.22
C  -0.058860  -0.974849  -0.678952  1.10
O  -0.596666  -0.940639  -2.053443  -0.53
C  0.003879  0.475950  -0.118754  -0.18
C  0.412601  0.869770  1.084345  -0.42
C  0.101679  2.279004  1.284583  -0.56
C  -0.487218  2.836600  0.174525  -0.46
S  -0.695833  1.678580  -1.093901  -0.09
N  1.354616  -1.349731  -0.483658  0.99
O  1.654304  -1.619309  0.647271  -0.59
O  2.115849  -1.350098  -1.422109  -0.65
H  -1.879763  -1.231786  0.557464  0.30
H  -1.323313  -2.683896  -0.438439  0.31
H  -0.484756  -2.217742  1.131693  0.36
H  0.131318  -0.960720  -2.675648  0.35
H  0.943195  0.181472  1.758926  0.41
H  0.373368  2.950309  2.054874  0.39
H  -0.598178  3.848771  0.050705  0.50

Cartesian forces (eV/Å) of the 6 atoms listed first:
-1.606 -2.329 -0.680
-1.849 2.438 -0.164
1.036 -0.586 2.614
-0.826 -1.377 -1.878
0.358 1.252 1.725
-0.111 -0.651 -1.815

Computed, not measured: one molecule with the formula C6H7NO4 in a non-equilibrium geometry, with ωB97M-V with the def2-TZVPD basis set.

SMILES ... O=C(O)/C(O)=C\CCC#[N+][O-]
Orbital gap ... 9.797 eV
Highest occupied orbital energy ... -9.2 eV
Multiplicity ... 1
LUMO level ... 0.6 eV

Last column: Mulliken charge in e.
CARTESIAN COORDINATES (ANGSTROEM)
O  -0.215763  -0.938980  1.777422  -0.59
C  -0.031111  -1.561634  0.768899  0.52
O  0.758945  -2.596446  0.690016  -0.43
C  -0.593572  -1.095964  -0.598742  0.69
O  -0.461503  -2.016104  -1.629183  -0.55
C  -0.970162  0.134851  -0.768213  -0.50
C  -1.041477  1.255669  0.249207  -0.81
C  0.287096  1.554973  0.930154  -0.89
C  1.465790  1.223651  0.218954  0.03
N  1.876586  0.916707  -0.811398  0.62
O  2.473580  0.656861  -1.777279  -0.69
H  1.171493  -2.992757  1.459431  0.37
H  -0.723486  -1.757303  -2.584529  0.35
H  -1.341967  0.604945  -1.742648  0.21
H  -1.377747  2.153170  -0.206737  0.42
H  -1.836114  1.001473  0.891935  0.33
H  0.197971  0.951395  1.844495  0.32
H  0.361444  2.505490  1.288223  0.61

Cartesian forces (eV/Å) of the 6 atoms listed first:
-0.642 -0.392 0.446
-0.249 0.902 -0.566
0.463 -1.524 -1.951
1.170 -2.113 -0.733
-0.443 -0.114 -1.025
-1.722 3.705 -1.340

Computed, not measured: C6H7NO5S as an isolated structure in a non-equilibrium geometry, with ωB97M-V with the def2-TZVPD basis set.

Net charge ... -2
Orbital gap ... 6.502 eV
Highest occupied orbital energy ... -0.7 eV
Multiplicity ... 1
LUMO level ... 5.8 eV

Last column: Mulliken charge in e.
CARTESIAN COORDINATES (ANGSTROEM)
C  0.663113  -1.726222  -0.658569  0.12
C  -1.722778  -1.841279  0.431229  0.69
C  1.554663  1.898876  1.418084  -1.11
C  0.932058  0.525790  1.306547  -0.25
C  0.145845  0.534462  -0.044113  -1.47
C  -0.335157  -0.821916  -0.557501  0.46
N  1.513345  -2.473657  -0.975076  -0.88
O  -1.676086  -1.660615  1.661017  -0.68
O  -2.505299  0.404874  -1.635778  -0.71
O  -2.319791  -2.556401  -0.357466  -0.59
O  -0.361415  0.644054  -2.703274  -0.76
O  -1.649915  -1.452928  -2.892725  -0.64
S  -1.341953  -0.303778  -2.102014  1.21
H  2.736949  1.908096  1.469677  0.21
H  1.127663  2.396694  2.210434  0.34
H  1.255476  2.386051  0.518684  0.39
H  0.384282  0.295665  2.227943  0.31
H  1.731659  -0.269548  1.354665  0.30
H  -0.806914  1.113028  0.140899  0.34
H  0.674253  0.998755  -0.812663  0.71

Cartesian forces (eV/Å) of the 6 atoms listed first:
3.098 -2.928 -2.595
0.717 -0.093 0.277
3.043 -1.011 -1.063
1.059 -1.330 -0.346
-2.462 -1.425 3.385
-4.473 1.725 0.904

Computed, not measured: one molecule with the formula C6H7NOS in a non-equilibrium geometry, with ωB97M-V with the def2-TZVPD basis set.

Orbital gap (alpha / beta) ... 7.131 / 7.020 eV
Highest occupied orbital energy (alpha / beta) ... -7.4 / -8.2 eV
Multiplicity ... 3
LUMO level (alpha / beta) ... -0.3 / -1.2 eV

Last column: Mulliken spin population.
CARTESIAN COORDINATES (ANGSTROEM)
C  0.394400  1.458637  -1.460603  0.01
C  1.117832  0.331422  -1.714184  -0.01
C  -0.494406  1.740189  -0.358536  -0.07
C  1.348179  -0.954212  -1.152305  -0.03
C  -1.330838  1.021066  0.323238  0.76
C  -1.294872  -0.732768  2.343192  0.02
N  0.941992  -1.453682  -0.047502  0.41
O  1.312869  -2.529293  0.426690  0.61
S  -1.763541  -0.546110  0.624502  0.20
H  0.472454  2.332429  -2.081935  0.00
H  1.700903  0.329172  -2.736865  0.00
H  -0.751926  2.871421  -0.249937  0.06
H  1.904307  -1.645179  -1.915479  0.02
H  -1.433059  -1.754839  2.582349  0.00
H  -1.983799  0.033423  2.966470  0.00
H  -0.140494  -0.501676  2.450905  0.00

Cartesian forces (eV/Å) of the 6 atoms listed first:
0.876 -1.379 0.504
0.407 1.802 -3.110
-1.067 3.146 -0.438
0.608 -1.513 -1.815
0.031 -0.672 1.224
1.019 3.327 1.141

Computed, not measured: one molecule with the formula C6H7NS in a non-equilibrium geometry, with ωB97M-V with the def2-TZVPD basis set.

Orbital gap (alpha / beta) ... 8.318 / 8.319 eV
Highest occupied orbital energy (alpha / beta) ... -8.6 / -8.6 eV
Multiplicity ... 1
LUMO level (alpha / beta) ... -0.3 / -0.3 eV

Last column: Mulliken charge in e.
CARTESIAN COORDINATES (ANGSTROEM)
C  -0.674592  1.506444  -0.031769  -0.29
C  0.141571  1.741408  -1.060505  -0.38
C  1.092823  -1.531403  -0.199690  0.00
C  -0.149019  -0.475021  1.521812  -0.31
C  -1.049225  0.252310  0.529931  -0.48
C  0.290231  -0.880953  -1.264324  -0.51
N  0.938148  -1.312215  1.087353  -0.57
S  0.858965  0.530666  -2.153598  -0.07
H  -1.098230  2.372166  0.220023  0.45
H  0.324960  2.712268  -1.323301  0.39
H  1.740610  -2.372248  -0.332439  0.45
H  0.378321  0.179997  2.347563  0.27
H  -0.703166  -1.185477  1.960396  0.33
H  -2.064315  0.113823  0.674385  0.39
H  -0.027083  -1.651763  -1.975834  0.33

Cartesian forces (eV/Å) of the 6 atoms listed first:
1.777 -2.817 -1.626
0.787 -2.475 -0.267
-1.309 1.443 3.637
2.402 3.017 -0.575
3.914 -0.608 -1.081
-0.165 -0.347 0.527

Computed, not measured: a 2-piece molecular cluster, C6H7NS overall in a non-equilibrium geometry, with ωB97M-V with the def2-TZVPD basis set.

SMILES ... Cc1cccs1.C#N
Orbital gap ... 8.957 eV
Highest occupied orbital energy ... -8.1 eV
Multiplicity ... 1
LUMO level ... 0.9 eV

Last column: Mulliken charge in e.
CARTESIAN COORDINATES (ANGSTROEM)
C  0.202747  -1.034197  -1.318496  -1.16
C  -0.322236  -0.075733  -0.342200  0.54
C  -0.902458  -0.189053  0.944710  -0.39
C  -1.382526  0.989020  1.543443  -0.64
C  -0.895586  2.090871  0.840116  -0.37
S  -0.195170  1.693465  -0.708248  -0.14
H  -0.332709  -0.883148  -2.334829  0.26
H  -0.083278  -2.036336  -0.973538  0.33
H  1.252514  -1.047466  -1.397215  0.40
H  -0.753238  -1.174842  1.428714  0.34
H  -1.983920  1.018911  2.434744  0.41
H  -1.220412  3.091003  0.894019  0.42
C  -3.522402  0.078054  -0.467046  -0.06
N  -2.808197  -0.753845  -0.538528  -0.23
H  -4.538474  0.481156  -0.349066  0.30

Cartesian forces (eV/Å) of the 6 atoms listed first:
-2.404 -1.053 -1.003
-0.146 3.200 2.583
2.560 -1.735 -1.820
1.919 1.280 -1.030
-1.348 -1.463 -0.813
-0.459 -1.823 1.410

Computed, not measured: C6H7NS as an isolated structure in a non-equilibrium geometry, with ωB97M-V with the def2-TZVPD basis set.

Orbital gap ... 7.345 eV
Highest occupied orbital energy ... -7.8 eV
Multiplicity ... 1
LUMO level ... -0.5 eV

Last column: Mulliken charge in e.
CARTESIAN COORDINATES (ANGSTROEM)
C  -0.941988  -1.166655  0.388907  -0.69
C  -2.283328  -1.306058  0.302745  -0.55
C  -0.598837  0.141055  0.056656  0.41
C  -1.578172  1.037500  -0.408353  -0.57
C  0.903365  1.778882  0.455510  -0.27
C  1.755385  -0.208776  -0.591815  -0.84
N  0.712969  0.541143  0.078215  0.22
S  -3.016281  0.208995  -0.169486  -0.04
H  -0.196629  -1.962537  0.564508  0.29
H  -2.843040  -2.070584  0.713611  0.47
H  0.042262  2.199714  0.829732  0.33
H  1.807770  2.332610  0.378551  0.28
H  1.393217  -0.905720  -1.495294  0.32
H  2.576005  0.412222  -1.053646  0.32
H  2.267298  -1.031791  -0.049839  0.32

Cartesian forces (eV/Å) of the 6 atoms listed first:
0.209 -1.286 -0.276
0.108 1.267 0.235
-1.294 0.361 -1.168
0.814 0.141 0.698
0.717 -2.151 -0.641
1.554 -2.759 -2.926

Computed, not measured: a 2-piece molecular cluster, C6H7O overall in a non-equilibrium geometry, with ωB97M-V with the def2-TZVPD basis set.

Net charge ... +1
Orbital gap ... 9.070 eV
Highest occupied orbital energy ... -15.1 eV
Multiplicity ... 1
LUMO level ... -6.1 eV

Last column: Mulliken charge in e.
CARTESIAN COORDINATES (ANGSTROEM)
C  1.243533  1.181402  -0.099112  -0.34
C  -0.145047  1.360528  0.038118  -0.35
C  1.444411  -0.293413  -0.031101  0.37
C  -0.656762  0.059868  -0.007821  0.34
C  2.598271  -0.991766  0.073445  -0.63
C  -2.810613  -0.512154  -0.046930  -0.55
O  0.245374  -0.906784  0.022719  -0.24
H  1.840179  2.046956  -0.155395  0.44
H  -0.774824  2.283003  0.105280  0.39
H  2.409016  -1.961942  0.375922  0.34
H  3.603046  -0.500298  -0.140379  0.27
H  -3.141113  -0.498580  -1.123078  0.31
H  -3.145384  0.290266  0.572551  0.33
H  -2.710086  -1.557088  0.415778  0.29

Cartesian forces (eV/Å) of the 6 atoms listed first:
-3.281 -1.470 0.517
1.059 -0.014 -0.419
3.398 2.397 -0.379
-4.482 -1.659 0.143
-0.167 3.107 -0.826
3.510 -1.318 -0.604

Computed, not measured: a 2-piece molecular cluster, C6H7O overall in a non-equilibrium geometry, with ωB97M-V with the def2-TZVPD basis set.

Net charge ... +1
Orbital gap ... 9.200 eV
Highest occupied orbital energy ... -15.3 eV
Multiplicity ... 1
LUMO level ... -6.1 eV

Last column: Mulliken charge in e.
CARTESIAN COORDINATES (ANGSTROEM)
C  -0.128798  -1.446876  -1.303949  -0.43
C  0.632436  -1.296305  -0.148968  -0.25
C  -0.780887  -0.093396  -1.442812  0.44
C  0.434233  -0.016843  0.307134  0.28
C  -1.550231  0.407152  -2.428333  -0.66
C  0.951119  0.958286  2.267658  -0.57
O  -0.454935  0.651839  -0.356855  -0.21
H  -0.086860  -2.365372  -1.821624  0.44
H  1.303695  -2.000771  0.459145  0.36
H  -1.837044  1.380514  -2.191937  0.37
H  -1.679391  -0.227075  -3.400861  0.27
H  0.380811  0.293167  2.921077  0.33
H  0.540168  1.928319  2.050162  0.31
H  2.104455  0.935391  2.316082  0.32

Cartesian forces (eV/Å) of the 6 atoms listed first:
1.010 2.719 2.491
1.013 -2.245 0.126
-0.688 -3.082 -2.552
0.415 2.740 4.929
1.566 -3.002 -0.628
1.242 -1.747 -2.936

Computed, not measured: C6H7O3P as an isolated structure in a non-equilibrium geometry, with ωB97M-V with the def2-TZVPD basis set.

Net charge ... -2
Orbital gap ... 5.532 eV
Highest occupied orbital energy ... 1.2 eV
Multiplicity ... 1
LUMO level ... 6.7 eV

Last column: Mulliken charge in e.
CARTESIAN COORDINATES (ANGSTROEM)
C  -1.467294  1.382258  -0.138768  -0.47
C  -0.252818  1.485257  0.392696  -0.32
C  -2.002444  0.057323  0.055699  0.73
C  -0.470986  -0.992163  0.777362  -0.81
C  0.426287  0.278126  1.036899  -0.74
C  -0.100162  -1.445502  -0.600561  -1.00
O  -4.616709  1.168694  -0.214020  -0.80
O  -2.685965  -0.623377  -1.144029  -0.54
O  -4.400910  -1.182278  0.836321  -0.79
P  -3.739420  -0.073435  0.074825  0.57
H  -1.856548  2.219311  -0.766532  0.29
H  0.284481  2.422883  0.623819  0.30
H  1.539400  0.229309  0.806279  0.34
H  0.389224  0.412155  2.088618  0.46
H  -0.762848  -2.117207  -1.084516  0.21
H  0.841073  -2.041069  -0.417684  0.45
H  0.121907  -0.445856  -1.228282  0.11

Cartesian forces (eV/Å) of the 6 atoms listed first:
1.444 0.897 -1.189
1.699 0.562 1.255
1.058 -1.769 1.051
-2.034 2.060 -0.979
-1.078 -0.437 -0.581
2.565 1.342 -0.018

Computed, not measured: one molecule with the formula C6H7P in a non-equilibrium geometry, with ωB97M-V with the def2-TZVPD basis set.

SMILES ... C=CP1=CC=CC=1
Orbital gap ... 9.000 eV
Highest occupied orbital energy ... -8.6 eV
Multiplicity ... 1
LUMO level ... 0.4 eV

Last column: Mulliken charge in e.
CARTESIAN COORDINATES (ANGSTROEM)
C  -2.504101  0.447333  -1.265902  -0.40
C  -1.350634  -0.134248  -1.187007  -0.13
P  0.422532  0.469244  -0.884292  -0.07
C  1.142944  -1.014800  -0.245387  -0.48
C  1.704931  -0.856104  0.977150  -0.24
C  1.452127  0.431196  1.590886  -0.34
C  0.732919  1.210316  0.744223  -0.38
H  -3.510388  -0.124868  -1.455338  0.20
H  -2.590161  1.530755  -1.279633  0.24
H  -1.172184  -1.323452  -1.230084  0.10
H  1.086833  -1.983431  -0.750444  0.45
H  2.380538  -1.563450  1.446546  0.36
H  1.999570  0.769159  2.475323  0.34
H  0.205074  2.142349  1.063957  0.36

Cartesian forces (eV/Å) of the 6 atoms listed first:
-3.231 0.096 -0.941
3.242 -3.704 0.922
-0.546 0.094 0.422
0.110 -1.477 0.347
0.489 -0.265 -0.486
0.550 0.660 -1.418

In kcal/mol, the relative energy (zero: lowest compared OMol25 entry of this formula, charge and spin) values for the records above are, in order, 93.2 54.2 95.8 13.8 42.8 106.1 58.9 100.1 66.9 71.2 0.0 53.5.